DFT (ωB97M-V with the def2-TZVPD basis set) results for a single C23H31N3O3S molecule.

Results
- charge = 0
- HOMO-LUMO gap (eV) = 8.0
- LUMO energy (eV) = 0.34
- relative energy (zero: lowest compared OMol25 entry of this formula, charge and spin) (kJ/mol) = 2251.5
- SMILES = O=C(CSc1cn(CC(=O)N2CCCCCC2)c2ccccc12)NC[C@@H]1CCCO1

Each line ends with the Mulliken charge.
Geometry (Å):
O 3.156 -2.249 -2.168  -0.712
C 4.010 -1.457 -1.736  0.722
N 4.548 -1.494 -0.537  -0.166
H 4.974 -0.853 -0.138  0.180
C 4.056 -2.807 0.261  -1.053
H 4.882 -3.252 0.767  0.495
H 3.263 -3.442 0.068  0.483
C 3.330 -2.019 1.538  -0.378
H 3.211 -2.812 2.319  0.404
C 2.024 -1.458 1.356  0.534
H 1.104 -1.900 1.560  0.579
H 1.835 -0.985 0.226  -0.338
C 1.980 -0.388 2.185  -0.381
H 1.324 0.671 1.978  -0.109
C 3.418 0.182 2.177  -0.638
H 3.668 0.675 3.345  0.257
O 4.206 -1.172 2.261  -0.484
H 3.618 0.793 1.528  0.350
H 1.749 -0.400 3.234  0.457
C 4.287 -0.146 -2.347  -1.055
H 3.716 -0.081 -3.487  0.286
H 5.264 -0.168 -2.531  0.706
S 4.133 1.428 -1.405  -0.139
C 2.334 1.402 -1.038  0.397
C 1.434 0.715 -1.991  -0.816
N 0.282 0.967 -1.326  0.549
C 0.362 1.818 -0.468  1.448
C -0.553 2.908 0.204  -1.212
C -0.211 3.743 1.135  -0.870
C 1.265 4.042 1.186  -0.891
C 2.182 3.466 0.369  -0.738
C 1.701 2.277 -0.507  0.261
H 3.255 3.625 0.504  0.370
H 1.522 4.773 1.722  0.763
H -0.871 4.305 1.590  0.678
H -1.601 2.717 0.217  0.142
C -1.011 0.296 -1.790  -1.853
H -1.768 1.049 -1.701  0.785
H -0.876 -0.393 -2.399  0.593
C -1.687 -0.325 -0.283  0.578
O -0.831 -0.586 0.800  -0.667
N -2.917 -0.977 -0.264  0.340
C -3.729 -0.984 -1.634  -0.954
H -4.321 -1.966 -1.668  0.366
C -4.603 0.386 -1.699  -0.628
H -3.711 1.119 -1.403  0.026
H -4.841 0.378 -2.577  0.882
C -5.499 0.104 -0.568  -0.691
C -5.136 0.004 0.706  -0.736
C -4.876 -1.486 1.011  -0.826
C -3.247 -1.759 0.586  -0.794
H -2.621 -1.476 1.429  0.467
H -2.933 -2.817 0.347  0.284
H -4.834 -1.956 2.092  0.366
H -5.272 -2.241 0.451  0.482
H -5.947 0.209 1.704  0.262
H -4.358 0.501 1.027  0.407
H -6.221 1.223 -0.538  0.246
H -6.331 -0.401 -0.905  0.435
H -2.877 -0.958 -2.280  0.482
H 1.593 -0.368 -2.496  0.065

DFT (ωB97M-V with the def2-TZVPD basis set) results for 13 unconnected molecules or ions with the total composition C17H60N12O13.

Results
- charge = 0
- HOMO-LUMO gap (eV) = 8.6
- LUMO energy (eV) = -0.09
- relative energy (zero: lowest compared OMol25 entry of this formula, charge and spin) (kJ/mol) = 760.0

Each line ends with the Mulliken charge.
Geometry (Å):
C -3.448 0.748 -4.678  -1.539
C -2.581 0.853 -3.457  1.221
O -1.896 2.034 -3.510  -0.653
H -4.133 -0.075 -4.630  0.371
H -2.981 0.746 -5.655  0.333
H -4.104 1.660 -4.632  0.336
H -1.838 0.064 -3.624  -0.092
H -2.997 0.623 -2.555  -0.206
H -1.799 2.284 -2.578  0.428
C 6.102 0.334 -2.284  -1.490
C 5.293 -0.415 -1.255  -0.280
O 3.924 -0.154 -1.366  -0.249
H 7.040 -0.157 -2.452  0.435
H 6.349 1.287 -1.957  0.369
H 5.546 0.388 -3.162  0.370
H 5.692 -0.149 -0.301  0.361
H 5.324 -1.541 -1.344  0.388
H 3.322 -0.763 -0.861  0.221
C -3.005 -1.400 3.636  -0.999
C -2.044 -0.231 3.675  0.698
O -0.710 -0.646 3.512  -0.584
H -4.061 -1.186 3.727  0.398
H -2.824 -2.059 4.462  0.402
H -2.892 -1.859 2.669  0.052
H -2.125 0.445 4.540  0.349
H -2.123 0.481 2.882  -0.624
H -0.139 0.135 3.532  0.280
C 2.534 0.832 4.763  -1.630
C 2.213 0.509 3.309  0.600
O 1.110 1.185 2.961  -0.752
H 1.735 0.572 5.404  0.352
H 2.729 1.930 4.925  0.303
H 3.453 0.317 5.162  0.361
H 2.023 -0.508 3.102  -0.033
H 3.039 0.760 2.631  0.090
H 1.042 1.179 2.001  0.078
C 2.937 -2.836 -0.157  0.479
O 4.089 -3.513 -0.153  -0.790
N 1.965 -3.242 -0.929  -0.070
N 2.615 -1.753 0.482  0.207
H 2.198 -4.189 -1.405  0.307
H 1.221 -2.617 -1.141  0.185
H 3.239 -1.551 1.258  0.014
H 1.829 -1.043 0.352  0.025
C 2.818 2.643 0.669  -0.154
O 2.673 3.286 1.830  -0.673
N 3.857 1.900 0.339  0.028
N 1.846 2.415 -0.198  0.050
H 4.627 1.983 1.053  0.346
H 3.916 1.201 -0.416  0.098
H 1.003 3.057 -0.161  -0.301
H 2.075 2.209 -1.203  0.128
C -0.304 -3.843 1.697  0.477
O -1.378 -4.302 2.471  -0.739
N 0.022 -4.376 0.553  -0.270
N 0.421 -2.737 1.840  0.102
H -0.520 -5.149 0.159  0.256
H 0.575 -3.871 -0.165  0.247
H 0.059 -2.132 2.520  0.128
H 1.161 -2.517 1.171  0.096
C -4.639 -1.889 -0.738  0.681
O -4.878 -0.549 -1.107  -0.790
N -5.290 -2.888 -1.267  -0.391
N -3.716 -2.187 0.173  0.213
H -6.096 -2.617 -1.813  0.289
H -5.155 -3.907 -1.180  0.199
H -3.055 -1.511 0.458  -0.610
H -3.573 -3.143 0.376  0.241
C -1.157 3.502 0.351  0.496
O -1.542 3.089 -0.928  -0.775
N -1.695 2.963 1.399  -0.047
N -0.122 4.223 0.544  -0.559
H -2.419 2.234 1.188  0.170
H -1.081 3.124 2.286  0.186
H 0.343 4.632 -0.218  0.333
H 0.132 4.576 1.559  0.231
C 1.602 1.584 -3.133  -0.126
O 0.934 0.391 -2.812  -0.746
N 2.863 2.019 -2.745  -0.579
N 0.958 2.479 -3.798  -0.229
H 3.356 1.240 -2.193  0.433
H 3.212 3.028 -2.794  0.245
H 0.025 2.287 -4.025  0.274
H 1.172 3.477 -3.601  0.248
C -4.559 1.292 1.927  -0.891
O -3.638 1.114 0.836  -0.601
H -4.161 1.652 2.828  0.459
H -5.042 0.320 2.204  0.227
H -5.307 1.964 1.621  0.316
H -4.114 0.525 0.218  0.107
C -1.502 -2.203 -2.140  -0.188
O -0.125 -1.969 -2.204  -0.675
H -1.772 -3.114 -1.545  0.255
H -1.888 -2.350 -3.166  0.436
H -2.083 -1.355 -1.647  -0.449
H 0.089 -1.044 -2.461  0.313
C -0.593 0.086 0.056  1.851
O 0.833 0.203 0.182  2.182
H -0.975 0.535 0.937  -0.643
H -1.212 -0.871 0.186  -0.633
H -0.959 0.687 -0.852  -0.623
H 1.083 1.121 0.009  -0.669

DFT (ωB97M-V with the def2-TZVPD basis set) results for 2 unconnected molecules or ions with the total composition C16H19BF3N3O7.

Results
- charge = 0
- HOMO-LUMO gap (eV) = 7.3
- LUMO energy (eV) = -1.82
- SMILES = C[C@@H](O)Cc1cc(N)c2c(c1B(N)O)C(=O)N(C(F)(F)F)C2=O.C[C@@H]1COC(=O)O1

Each line ends with the Mulliken charge.
Geometry (Å):
C 4.689 -0.400 2.238  -0.861
C 3.572 -1.491 2.747  0.023
O 2.677 -0.757 3.692  -0.530
C 2.718 -2.194 1.495  -0.767
C 1.817 -0.985 0.824  0.306
C 2.543 -0.077 -0.379  -0.394
C 1.725 1.183 -1.071  -0.086
N 2.338 2.063 -2.138  -0.552
C 0.210 1.474 -0.515  0.397
C -0.514 0.563 0.639  0.491
C 0.269 -0.694 1.343  0.449
B -0.518 -1.536 2.515  0.471
N -1.646 -2.490 2.066  -0.706
O -0.275 -1.430 3.968  -0.607
C -2.000 1.217 0.867  -0.310
O -3.152 0.687 1.290  -0.562
N -1.740 2.662 0.392  0.048
C -1.298 3.647 1.452  0.785
F -1.213 5.059 0.992  -0.240
F -0.006 3.329 2.106  -0.242
F -2.340 3.596 2.543  -0.263
C -0.916 2.604 -0.894  -0.219
O -1.118 3.276 -2.030  -0.564
H 5.520 -0.143 3.022  0.281
H 5.099 -0.778 1.201  0.210
H 4.110 0.618 2.016  0.207
H 4.053 -2.372 3.378  0.320
H 2.421 0.138 3.310  0.360
H 2.040 -3.066 1.933  0.304
H 3.425 -2.702 0.697  0.387
H 3.645 -0.376 -0.702  0.243
H 2.492 3.040 -1.807  0.294
H 1.815 2.018 -3.041  0.303
H -2.393 -1.828 1.719  0.317
H -1.305 -3.036 1.244  0.335
H -0.963 -0.829 4.397  0.325
C -3.834 -0.660 -4.463  -1.437
C -3.233 -0.963 -3.103  0.538
C -2.369 0.140 -2.570  -0.646
O -1.428 -0.552 -1.771  0.082
C -1.330 -1.812 -2.289  0.374
O -0.462 -2.615 -1.988  -0.561
O -2.327 -2.056 -3.188  -0.382
H -3.165 -0.963 -5.276  0.357
H -4.763 -1.226 -4.593  0.353
H -4.076 0.401 -4.574  0.360
H -4.021 -1.229 -2.389  0.307
H -2.940 0.850 -1.961  0.404
H -1.831 0.693 -3.346  0.294